No. 1
Here is 5 unconnected molecules or ions with the total composition CH14NO4 at a distorted geometry from OMol25. Energies are from ωB97M-V/def2-TZVPD.

Values from the calculation:
Total energy (eV): -10937.7084
Charge: +1
Frontier orbital gap (eV): 11.306
Relative energy (zero: lowest compared OMol25 entry of this formula, charge and spin) (kJ/mol): 158.9
LUMO (eV): -3.121
E_HOMO (eV): -14.43
Maximum force (hartree/bohr): 0.08131

Structure (XYZ):
```
20
Properties=species:S:1:pos:R:3:forces:R:3:lowdin_charge:R:1
C -0.436286 -2.173798 -1.222236 -0.504 0.755 -1.429 -0.003
N 0.016310 -0.775802 -0.868073 -1.947 -0.760 3.621 0.119
H 0.429307 -2.688494 -1.619643 0.001 -0.505 0.640 0.095
H -1.028230 -2.610959 -0.425263 0.720 -0.217 0.345 0.100
H -1.154376 -2.136879 -2.052798 0.325 0.410 0.064 0.098
H 0.049719 -0.724690 0.182528 0.165 -0.409 -0.657 0.160
H -0.725507 -0.057529 -0.924222 0.408 0.549 -1.120 0.095
H 0.985809 -0.556920 -1.004434 0.948 0.342 -1.106 0.099
H 2.742771 -1.109548 0.689235 0.689 -0.083 -0.235 0.068
H 3.485899 -1.411493 -0.715339 0.337 0.004 0.533 0.069
O 2.662858 -1.211906 -0.266011 -1.039 0.176 -0.317 -0.035
H -2.370969 1.959800 1.855006 0.364 0.739 0.086 0.052
H -1.624095 1.027075 2.660933 0.493 0.176 0.415 0.048
O -1.541073 1.946642 2.365363 -1.147 -0.945 -0.333 -0.062
H 0.683046 1.875499 2.475858 -0.044 0.119 -0.293 0.027
H 1.847507 2.069206 1.476099 -0.010 0.044 0.164 0.043
O 1.087480 1.514609 1.676577 0.262 -0.362 -0.198 -0.075
H -1.674549 2.317745 -1.058104 -0.281 -0.138 1.229 0.082
H -1.577638 1.382863 -2.080711 -0.564 -0.847 -0.047 0.074
O -1.857982 1.364579 -1.144766 0.825 0.952 -1.361 -0.054
```
Positions in Å, forces in eV/Å.

***

No. 2
Here is a molecular structure, C38H26MnN5O3PS2 at a distorted geometry from OMol25. Energies are from ωB97M-V/def2-TZVPD.

Values from the calculation:
Total energy (eV): -115699.4773
Charge: 0
Frontier orbital gap (alpha / beta) (eV): 3.978 / 3.955
Relative energy (zero: lowest compared OMol25 entry of this formula, charge and spin) (kJ/mol): 270.9
LUMO (alpha / beta) (eV): -1.239 / -1.270
E_HOMO (alpha / beta) (eV): -5.22 / -5.23
Spin multiplicity: 2
Maximum force (hartree/bohr): 0.05135

Structure (XYZ):
```
76
Properties=species:S:1:pos:R:3:forces:R:3:lowdin_charge:R:1
Mn -0.306163 -0.614493 -1.043365 0.211 0.919 -0.897 0.539
S -1.536832 5.313104 3.324923 0.208 -1.130 -1.003 1.006
N -2.583870 4.224987 2.704953 -0.133 0.131 0.106 -0.216
C -1.926933 3.449655 1.855563 0.388 1.024 0.777 -0.307
C -2.478363 2.354904 1.125606 0.511 -0.986 -0.915 -0.080
C -3.817176 1.986520 1.170317 -0.125 -0.326 -0.182 0.024
C -4.236019 0.889577 0.440097 0.265 0.319 0.111 -0.015
C -3.302124 0.178065 -0.308140 -0.334 -0.290 -0.124 -0.076
N -2.018722 0.489022 -0.356889 1.387 0.206 0.638 0.100
C -1.577305 1.582922 0.336678 -2.269 -0.341 0.233 -0.107
C -0.200860 1.906318 0.249765 2.538 0.725 -0.077 -0.124
N 0.604124 1.067184 -0.469993 -0.862 1.199 0.656 -0.003
C 1.886370 1.367420 -0.591995 0.181 -0.041 -0.533 -0.206
C 2.470651 2.493274 -0.018383 -0.390 0.411 0.532 -0.016
C 1.694750 3.330379 0.764629 0.350 -0.435 -0.363 0.022
C 0.343973 3.040372 0.918901 -0.290 -1.054 -0.878 -0.092
C -0.542111 3.789613 1.749200 -0.605 0.695 0.730 -0.307
N -0.205111 4.810105 2.523941 0.018 0.196 0.132 -0.212
H -4.502761 2.561251 1.775291 -0.048 0.046 0.042 0.123
H -5.265163 0.571187 0.443588 -0.102 -0.012 -0.029 0.111
H -3.609034 -0.677883 -0.897016 0.145 -0.054 0.006 0.114
H 2.491265 0.674921 -1.163743 -0.117 0.075 -0.028 0.082
H 3.517069 2.685089 -0.175418 0.153 0.013 -0.056 0.117
H 2.109130 4.188221 1.269268 0.070 0.129 0.011 0.122
O -1.534372 -0.951344 -4.330742 -0.699 -0.600 0.113 0.012
C -0.733099 -0.060314 -3.993826 -0.181 0.181 -0.695 -0.557
O -0.023734 -0.145224 -2.939642 -0.370 -0.524 1.639 -0.183
C -0.633692 1.173123 -4.815492 -0.045 -0.104 0.106 -0.176
C -1.629887 1.417763 -5.753672 -0.149 0.140 -0.177 -0.045
C -1.664232 2.607742 -6.453762 -0.289 -0.229 -0.051 -0.114
C -0.687732 3.569622 -6.219485 0.268 0.015 0.172 -0.107
C 0.330471 3.328445 -5.322658 -0.448 0.214 -0.378 -0.146
C 0.375896 2.126576 -4.605342 0.450 -0.372 0.611 -0.675
S 1.661449 1.840317 -3.506615 1.439 0.931 0.175 0.586
H -2.385351 0.661651 -5.899987 -0.102 -0.061 -0.065 0.107
H -2.451778 2.797435 -7.165564 -0.125 0.005 -0.105 0.086
H -0.728059 4.516080 -6.737284 0.014 0.123 -0.136 0.093
H 1.100314 4.064638 -5.148166 0.079 0.005 0.051 0.082
O -2.291741 -2.076318 -2.184020 -0.167 -0.758 0.146 -0.081
N -1.239882 -2.256436 -1.297128 -1.307 -1.740 -0.016 -0.124
C -1.345828 -3.416187 -0.696381 -0.810 1.486 -1.877 -0.056
C -0.694390 -3.888596 0.480894 1.151 -0.166 1.639 -0.192
C -1.026909 -5.185206 0.929827 -0.065 0.454 -0.447 -0.026
C -0.576489 -5.670480 2.133161 0.244 0.059 0.364 -0.064
C 0.237865 -4.884117 2.947315 -0.147 -0.148 -0.157 -0.056
C 0.616790 -3.631422 2.513501 -0.083 -0.017 -0.040 -0.077
C 0.171638 -3.122460 1.298193 -0.372 -0.308 -0.341 -0.272
P 0.702966 -1.461816 0.802262 0.274 -0.373 1.097 1.093
C 2.516344 -1.656927 0.751067 -0.228 0.136 -0.332 -0.328
C 3.041048 -1.874980 -0.523250 -0.378 0.086 0.024 -0.096
C 4.390560 -2.112791 -0.692345 0.174 -0.071 -0.077 -0.058
C 5.230365 -2.133059 0.411371 -0.073 -0.003 -0.050 -0.067
C 4.715316 -1.908281 1.677860 0.048 -0.007 0.114 -0.069
C 3.361804 -1.676043 1.855570 -0.129 0.039 -0.027 -0.090
C 0.296784 -0.485621 2.292686 -0.130 0.016 -0.193 -0.330
C -0.995286 -0.666647 2.787502 0.102 -0.123 -0.074 -0.093
C -1.457962 0.096251 3.840542 -0.080 0.014 0.063 -0.068
C -0.637749 1.060083 4.407713 0.023 0.055 -0.014 -0.070
C 0.633987 1.270632 3.899931 0.031 0.051 0.052 -0.066
C 1.098693 0.513758 2.835534 0.061 -0.245 -0.095 -0.089
H -1.962722 -1.690633 -3.090934 0.566 0.344 -0.058 0.055
H -2.115965 -4.070239 -1.100866 0.042 0.114 -0.061 0.137
H -1.668143 -5.800427 0.314211 -0.085 -0.007 -0.058 0.116
H -0.865173 -6.657610 2.462492 -0.036 -0.076 -0.027 0.109
H 0.560373 -5.245929 3.911315 0.071 -0.069 0.062 0.108
H 1.246865 -3.014255 3.137407 0.059 0.001 0.081 0.103
H 2.362792 -1.846023 -1.377537 0.266 -0.033 -0.021 0.111
H 4.790656 -2.278271 -1.680456 0.014 -0.008 -0.110 0.114
H 6.285112 -2.327604 0.285120 0.073 0.025 -0.021 0.108
H 5.371607 -1.914005 2.536137 0.040 -0.016 0.057 0.107
H 2.973308 -1.507304 2.850083 -0.011 0.027 0.052 0.098
H -1.633313 -1.415744 2.332545 -0.070 -0.026 0.076 0.113
H -2.455854 -0.064434 4.220381 -0.095 0.014 0.038 0.110
H -0.992940 1.653013 5.236988 -0.034 0.060 0.079 0.108
H 1.269702 2.031202 4.331154 0.024 0.068 0.002 0.113
H 2.080795 0.706699 2.424617 0.048 0.005 0.002 0.105
```
Positions in Å, forces in eV/Å.

***

No. 3
Here is a single H3NO2S2 molecule at a distorted geometry from OMol25. Energies are from ωB97M-V/def2-TZVPD.

Values from the calculation:
Total energy (eV): -27301.8146
Charge: 0
Frontier orbital gap (eV): 9.511
Relative energy (zero: lowest compared OMol25 entry of this formula, charge and spin) (kJ/mol): 61.1
LUMO (eV): 0.454
E_HOMO (eV): -9.06
Maximum force (hartree/bohr): 0.06358

Structure (XYZ):
```
8
Properties=species:S:1:pos:R:3:forces:R:3:lowdin_charge:R:1
N -1.252758 0.233865 -0.250346 0.523 -3.069 -0.998 -0.163
O -0.370466 -1.893839 -0.628440 0.674 -1.058 -0.461 -0.446
O 1.416072 -0.396215 0.742518 -2.402 -0.630 0.010 -0.887
S 2.153818 0.567022 -0.321072 0.754 0.012 -1.263 0.722
S -0.286097 -0.982105 0.471846 0.282 0.636 1.007 0.867
H -1.454312 1.094990 0.114745 -0.327 2.490 1.655 0.006
H -2.105680 -0.340023 -0.397941 0.643 0.880 -0.276 0.063
H 1.899420 1.716304 0.268689 -0.147 0.740 0.325 -0.162
```
Positions in Å, forces in eV/Å.